No. 1
DFT (ωB97M-V/def2-TZVPD) results for a 2-piece molecular cluster, C5H14 overall in a non-equilibrium geometry.

Structure (ORCA input):
```
! RIJCOSX wB97M-V def2-TZVPD def2/J DEFGRID3
* xyz 0 1
C 2.339 0.159 -0.169
C 1.390 -0.597 -1.134
C 2.304 -0.465 1.212
H 3.313 0.301 -0.632
H 1.995 1.197 -0.047
H 0.451 -0.636 -0.588
H 2.839 -1.425 1.228
H 2.790 0.067 2.034
H 1.290 -0.689 1.547
H 1.175 -0.061 -2.052
H 1.812 -1.597 -1.190
C -2.058 0.278 -0.395
C -3.384 0.602 0.317
H -2.039 0.705 -1.395
H -1.242 0.762 0.140
H -1.922 -0.799 -0.472
H -4.228 -0.052 0.130
H -3.687 1.625 0.089
H -3.137 0.625 1.377
*
```

Computed properties:
- Relative energy (zero: lowest compared OMol25 entry of this formula, charge and spin): 36.5 kJ/mol
- LUMO: 1.11 eV
- Kohn-Sham gap: 0.4533 hartree
- SMILES: CCC.CC
- Molar mass: 74.2 Da

=====

No. 2
DFT (ωB97M-V/def2-TZVPD) results for a 2-piece molecular cluster, C5H14 overall in a non-equilibrium geometry.

Structure (ORCA input):
```
! RIJCOSX wB97M-V def2-TZVPD def2/J DEFGRID3
* xyz 0 1
C -0.536 0.576 -1.142
C 0.278 -0.699 -1.391
C -0.853 1.405 -2.369
H -1.467 0.347 -0.746
H 0.087 1.178 -0.398
H 0.564 -0.824 -2.550
H -0.277 -1.630 -1.244
H -0.181 1.162 -3.127
H -1.848 1.246 -2.653
H 1.280 -0.623 -0.981
H -0.966 2.520 -2.211
C 0.739 -1.046 1.824
C 0.134 -0.118 2.845
H 0.812 -1.993 2.196
H 0.312 -1.070 0.982
H 1.797 -0.534 1.619
H -0.732 -0.738 3.400
H -0.106 0.787 2.387
H 0.962 0.053 3.561
*
```

Computed properties:
- Relative energy (zero: lowest compared OMol25 entry of this formula, charge and spin): 201.0 kJ/mol
- LUMO: 1.12 eV
- Kohn-Sham gap: 0.4506 hartree
- SMILES: CCC.CC
- Molar mass: 74.2 Da

=====

No. 3
DFT (ωB97M-V/def2-TZVPD) results for a 2-piece molecular cluster, C5H14 overall in a non-equilibrium geometry.

Structure (ORCA input):
```
! RIJCOSX wB97M-V def2-TZVPD def2/J DEFGRID3
* xyz 0 1
C 2.035 -1.916 -0.623
C 1.781 -1.096 -1.875
H 2.964 -1.598 -0.150
H 1.247 -1.806 0.122
H 2.143 -2.992 -0.806
H 2.001 -0.043 -1.757
H 2.297 -1.502 -2.748
H 0.740 -1.150 -2.195
C -1.643 0.734 1.225
C -1.056 2.102 1.609
C -1.276 0.281 -0.185
H -1.318 -0.021 1.941
H -2.722 0.787 1.357
H -0.201 2.345 0.964
H -1.851 0.746 -0.984
H -0.210 0.427 -0.344
H -0.664 2.123 2.623
H -1.783 2.914 1.537
H -1.405 -0.795 -0.251
*
```

Computed properties:
- Relative energy (zero: lowest compared OMol25 entry of this formula, charge and spin): 21.0 kJ/mol
- LUMO: 1.14 eV
- Kohn-Sham gap: 0.4616 hartree
- SMILES: CCC.CC
- Molar mass: 74.2 Da

=====

Number 1: total energy -198.87525 hartree. Number 2: total energy -198.81259 hartree. Number 3: total energy -198.88116 hartree.